DFT (wB97M-V/def2-TZVPD) results for a single C3H3NO molecule in a non-equilibrium geometry.

Structure (XYZ):
```
8
Properties=species:S:1:pos:R:3:forces:R:3
C -0.88284 -0.12770 0.50577 -0.9 0.1 0.5
C -0.01979 0.40624 -0.54546 0.4 -1.9 1.0
O 0.05066 1.59371 -0.94659 -0.1 0.9 -0.5
C 1.26651 -0.22884 0.08647 0.8 0.3 -0.4
N 2.29355 -0.56336 0.49567 -0.7 0.1 -0.1
H -1.49741 0.50832 1.14782 0.2 -0.1 -0.2
H -0.21792 -0.37606 -1.35468 0.1 0.4 -0.2
H -0.98926 -1.20608 0.61710 0.1 0.2 -0.2
```
Positions in Å, forces in eV/Å.

E (eV): -6691.946
Gap between HOMO and LUMO (alpha / beta) (eV): 6.71 / 9.24
E_HOMO (alpha / beta) (eV): -9.5427 / -10.8739
M (g mol⁻¹): 69.06
Net charge: 0

Charge distribution, Mulliken scheme, values in e:
1. C -0.62
2. C 0.55
3. O -0.50
4. C 0.09
5. N -0.35
6. H 0.28
7. H 0.21
8. H 0.33